ORCA calculation (ωB97M-V with the def2-TZVPD basis set) on C49H49As2N2OPPd as an isolated structure.

ORCA input file:
```
! wB97M-V def2-TZVPD RIJCOSX def2/J DEFGRID3
* xyz 4 5
Pd -23.34 -12.04 0.26
N -29.23 -14.08 2.66
C -28.59 -13.40 1.91
C -27.76 -12.57 1.09
C -28.35 -11.93 -0.03
C -27.51 -11.32 -0.97
C -26.12 -11.40 -0.70
N -25.55 -12.07 0.32
C -26.37 -12.67 1.22
H -29.42 -11.91 -0.04
H -27.93 -10.72 -1.78
H -25.44 -10.92 -1.43
H -25.91 -13.20 2.05
C -24.27 -15.64 -0.01
C -24.44 -14.74 -1.19
O -23.90 -13.63 -1.35
C -25.34 -15.29 -2.23
C -25.68 -16.62 -2.38
C -26.53 -17.08 -3.39
C -27.16 -16.15 -4.24
C -26.86 -14.80 -4.11
C -25.92 -14.40 -3.14
H -23.77 -15.08 0.78
H -23.73 -16.53 -0.34
H -25.27 -15.89 0.33
H -25.32 -17.37 -1.70
H -26.92 -18.09 -3.40
H -27.89 -16.48 -4.96
H -27.35 -14.03 -4.70
H -25.67 -13.35 -3.02
C -20.89 -13.19 -1.82
C -20.44 -14.51 -1.23
As -18.43 -14.63 -0.75
C -18.41 -16.59 -1.19
C -17.12 -17.05 -1.39
C -16.93 -18.30 -1.90
C -17.99 -19.13 -2.24
C -19.29 -18.76 -1.93
C -19.51 -17.50 -1.37
C -17.69 -14.04 -2.47
C -18.01 -14.69 -3.67
C -17.71 -14.11 -4.89
C -17.03 -12.89 -4.96
C -16.71 -12.25 -3.77
C -17.01 -12.83 -2.53
P -21.29 -11.78 -0.67
C -19.81 -11.81 0.36
C -19.96 -12.66 1.47
C -19.08 -12.52 2.54
C -18.04 -11.61 2.52
C -17.83 -10.81 1.42
C -18.71 -10.95 0.30
C -21.37 -10.47 -1.92
C -21.85 -10.63 -3.24
C -21.57 -9.72 -4.24
C -20.76 -8.64 -3.96
C -20.46 -8.38 -2.63
C -20.79 -9.24 -1.59
H -21.84 -13.42 -2.32
H -20.15 -12.85 -2.54
H -20.71 -15.37 -1.83
H -20.89 -14.70 -0.25
H -16.29 -16.44 -1.13
H -15.90 -18.68 -1.98
H -17.81 -20.07 -2.76
H -20.16 -19.42 -2.10
H -20.48 -17.26 -0.98
H -18.46 -15.73 -3.64
H -17.93 -14.67 -5.80
H -16.69 -12.44 -5.90
H -16.21 -11.28 -3.83
H -16.69 -12.32 -1.60
H -20.74 -13.40 1.48
H -19.17 -13.16 3.40
H -17.34 -11.48 3.35
H -17.01 -10.09 1.31
H -18.51 -10.40 -0.60
H -22.43 -11.53 -3.48
H -21.90 -9.93 -5.25
H -20.39 -8.04 -4.77
H -19.96 -7.46 -2.37
H -20.68 -8.97 -0.55
C -21.38 -9.84 2.97
As -22.99 -10.42 1.97
C -23.99 -10.68 3.61
C -23.68 -8.70 1.07
C -23.59 -7.60 2.06
C -24.71 -7.28 2.86
C -24.74 -6.14 3.62
C -23.63 -5.31 3.73
C -22.50 -5.72 3.07
C -22.43 -6.83 2.26
H -21.73 -9.13 3.71
H -20.63 -9.46 2.27
H -21.02 -10.75 3.48
H -24.05 -9.71 4.09
H -23.37 -11.35 4.19
H -24.94 -11.14 3.32
H -24.71 -8.95 0.80
H -23.07 -8.49 0.17
H -25.56 -7.94 2.86
H -25.68 -5.89 4.12
H -23.68 -4.42 4.35
H -21.55 -5.20 3.27
H -21.48 -7.14 1.81
*
```

The value obtained for the molecular weight is 969.2 g/mol. The expectation value of S² is 6.046. The value obtained for the frontier orbital gap (alpha / beta) is 7.3 / 3.6 eV.